1.
ORCA calculation (ωB97M-V with the def2-TZVPD basis set) on a structure of composition C16H19AlBBr2Cl5F14MgN3O17S3 at a distorted geometry.

Values from the calculation:
total charge: +1
molar mass: 1286.68 u
E_LUMO: -8.04 eV
calculated total energy: -342115.9204 eV
E_HOMO: -9.089 eV

Last column: Mulliken charge in e.
Element x y z (Å)
C -1.573 1.520 0.162  -1.45
B -1.838 2.919 -0.429  0.70
O -0.878 3.914 -0.525  -0.54
C -3.276 3.343 -1.027  -0.57
O -4.066 3.977 0.082  -0.09
C -5.301 3.464 0.339  0.51
O -5.705 3.313 1.448  -0.42
O -6.001 3.200 -0.804  -0.25
C -6.859 2.200 -0.684  0.48
N -7.492 1.234 -0.623  -0.33
H -1.897 0.787 -0.578  0.57
H -2.181 1.350 1.057  0.25
H -0.515 1.405 0.351  0.30
H -0.446 4.040 0.328  0.31
H -3.092 4.104 -1.783  0.35
H -3.805 2.538 -1.516  0.44
C -0.685 0.156 4.291  0.19
Cl 0.886 0.173 5.099  -0.08
Cl -1.964 -0.060 5.481  -0.10
Cl -0.942 1.686 3.415  -0.09
Cl -0.719 -1.135 3.113  0.05
Cl -0.536 1.178 -2.332  -0.32
Al -3.102 5.635 0.864  0.65
C -3.259 5.593 -7.648  -0.79
C -3.426 6.877 -6.815  0.87
C -2.485 7.106 -5.625  0.10
F -2.562 6.123 -4.703  -0.18
F -2.832 8.260 -5.011  -0.27
F -4.712 6.981 -6.409  -0.22
F -3.186 7.909 -7.666  -0.32
O -4.087 4.472 -7.369  -0.41
C -3.815 3.582 -6.368  0.79
C -4.870 3.644 -5.255  0.20
F -5.034 4.897 -4.785  -0.23
F -4.467 2.873 -4.216  -0.22
F -2.565 3.736 -5.894  -0.27
F -3.888 2.346 -6.893  -0.30
H -3.563 5.878 -8.653  0.39
H -2.210 5.306 -7.723  0.37
H -1.451 7.191 -5.969  0.28
H -5.832 3.286 -5.624  0.22
C -0.751 -5.060 -1.319  -0.32
C 0.514 -5.090 -0.495  -0.16
O 0.565 -3.779 0.111  -0.31
S -0.907 -3.266 0.402  0.99
O -1.229 -3.507 1.768  -0.62
O -1.044 -1.961 -0.140  -0.37
O -1.687 -4.310 -0.499  -0.31
H -0.617 -4.527 -2.253  0.33
H -1.142 -6.051 -1.520  0.35
H 1.399 -5.267 -1.091  0.16
H 0.458 -5.832 0.304  0.28
C 5.191 -6.670 5.325  0.59
F 4.987 -7.958 5.216  -0.16
F 6.193 -6.469 6.220  -0.25
F 5.634 -6.211 4.135  -0.29
S 3.648 -5.817 5.845  0.93
O 3.362 -6.364 7.130  -0.61
O 2.726 -6.062 4.790  -0.56
N 4.237 -4.313 5.890  -0.20
S 3.191 -3.181 6.304  0.89
O 2.789 -3.206 7.671  -0.62
O 2.230 -2.815 5.325  -0.49
C 4.431 -1.829 6.271  0.71
F 5.047 -1.662 5.096  -0.21
F 5.463 -2.221 7.172  -0.27
F 3.973 -0.675 6.649  -0.14
O -7.974 7.549 -6.703  -0.46
H -7.067 7.202 -6.602  0.37
Br 7.231 -4.394 4.063  0.24
C 8.668 -3.188 4.587  -0.56
C 8.347 -1.748 4.232  -0.35
Br 8.618 -1.469 2.354  0.00
H 9.598 -3.539 4.150  0.49
H 8.749 -3.329 5.688  0.01
H 9.026 -1.066 4.745  0.41
H 7.311 -1.471 4.455  0.21
Mg 7.205 -3.270 6.580  1.23
N 1.968 -6.047 -3.744  1.08
O 2.542 -6.613 -2.807  -0.56
O 2.438 -6.083 -4.877  -0.54
O 0.911 -5.431 -3.528  -0.50

Atoms 1-6, force components in eV/Å:
C -0.4837 0.7199 0.6920
B 0.3766 -0.8356 -0.8404
O -1.1876 1.0941 1.0985
C 1.2557 0.1386 -0.9740
O -0.3245 -0.3435 -0.7637
C -0.6997 -0.2210 1.8325

***

2.
ORCA calculation (ωB97M-V with the def2-TZVPD basis set) on a cluster of 2 separate species, C10H16Br2FNO4S in total at a distorted geometry.

Values from the calculation:
molar mass: 425.11 u
E_LUMO: -0.34 eV
calculated total energy: -173939.8107 eV
E_HOMO: -10.023 eV
structure (SMILES): C#CN(CCCCOC(C)=O)S(=O)(=O)F.BrCCBr

Last column: Mulliken charge in e.
Element x y z (Å)
C -1.588 1.927 -1.670  -0.39
C -2.512 1.203 -1.056  -0.04
N -3.398 0.487 -0.145  0.15
C -3.090 -0.936 0.099  -0.78
C -1.977 -1.305 1.189  -0.57
C -0.667 -0.371 1.226  -0.41
C 0.476 -0.741 0.148  -0.18
O 0.177 -1.903 -0.694  -0.37
C 0.863 -1.785 -1.976  0.56
C 0.013 -1.270 -3.252  -0.54
O 2.118 -2.049 -2.110  -0.56
S -4.054 1.385 1.137  1.15
O -3.645 1.013 2.534  -0.52
O -5.565 1.349 1.040  -0.56
F -3.550 3.008 0.909  -0.29
H -0.682 2.471 -2.142  0.39
H -4.090 -1.483 0.356  0.28
H -2.751 -1.411 -0.914  0.33
H -2.455 -1.267 2.254  0.34
H -1.647 -2.416 1.054  0.38
H -0.213 -0.482 2.298  0.37
H -0.900 0.770 1.128  0.24
H 0.733 0.131 -0.587  0.30
H 1.463 -0.973 0.726  0.11
H 0.693 -1.129 -4.185  0.30
H -0.421 -0.207 -3.034  0.04
H -0.864 -1.999 -3.476  0.26
Br 2.584 0.845 1.881  -0.12
C 4.197 0.487 0.845  -0.61
C 5.376 1.260 1.384  -0.62
Br 5.292 3.135 0.856  -0.14
H 3.965 0.720 -0.195  0.39
H 4.363 -0.587 0.943  0.39
H 6.308 0.886 0.956  0.38
H 5.446 1.238 2.472  0.36

Atoms 1-6, force components in eV/Å:
C -4.6450 -4.1219 3.4953
C 5.1568 3.7699 -2.0081
N 2.2790 2.6491 -1.6958
C 0.0881 -2.9600 -0.1383
C 0.0720 -0.0848 1.1063
C 0.2069 0.2063 0.2549

***

3.
ORCA calculation (ωB97M-V with the def2-TZVPD basis set) on a cluster of 2 separate species, C4H12NO2 in total at a distorted geometry.

Values from the calculation:
total charge: +1
molar mass: 106.14 u
E_LUMO (alpha / beta): -4.36 / -4.78 eV
calculated total energy: -9915.5997 eV
E_HOMO (alpha / beta): -13.419 / -12.846 eV

Last column: Mulliken charge in e.
Element x y z (Å)
C 1.700 0.352 0.424  -0.82
C 0.033 2.169 0.364  -0.85
C -0.855 -1.940 -1.683  -0.45
C -0.592 -0.195 0.727  -0.11
N 0.370 0.724 0.121  0.14
O -1.830 -0.173 0.315  -0.44
O 0.125 -1.786 -0.746  -0.48
H 1.619 -0.833 0.347  0.30
H 2.367 0.808 -0.360  0.38
H 1.963 0.388 1.471  0.39
H -1.020 2.406 -0.103  0.32
H 0.359 2.501 1.409  0.36
H 0.851 2.770 -0.090  0.38
H -1.787 -1.386 -1.192  0.20
H -1.233 -3.051 -1.756  0.25
H -0.634 -1.554 -2.670  0.26
H -0.237 -0.837 1.604  0.34
H 0.102 0.686 -0.942  0.41
H -2.544 -0.713 0.797  0.43

Atoms 1-6, force components in eV/Å:
C 1.9445 -4.2097 -1.1732
C 0.5038 2.0273 0.5598
C -2.1784 -1.4474 1.8376
C 0.7459 -4.0205 0.1688
N -4.5574 1.7415 -2.1410
O -1.0212 0.5754 0.7095

***

4.
ORCA calculation (ωB97M-V with the def2-TZVPD basis set) on an isolated molecule of C20H19N3O4S at a distorted geometry.

Values from the calculation:
molar mass: 397.46 u
E_LUMO: 0.56 eV
calculated total energy: -44543.9345 eV
E_HOMO: -8.452 eV
structure (SMILES): O=C(COc1ccc(S(=O)(=O)Nc2ccccc2)cc1)NCc1cccnc1

Last column: Mulliken charge in e.
Element x y z (Å)
O -2.143 2.997 -2.030  -0.66
C -1.105 3.214 -1.448  0.52
C -0.977 4.253 -0.321  -0.59
O -0.154 3.789 0.731  -0.52
C -0.522 2.639 1.365  0.30
C -1.755 2.011 1.200  -0.17
C -1.997 0.808 1.839  -0.36
C -1.019 0.230 2.621  -0.04
S -1.310 -1.377 3.343  1.24
O -0.783 -1.413 4.675  -0.72
O -2.675 -1.744 3.123  -0.63
N -0.300 -2.398 2.488  -0.30
C -0.308 -2.657 1.127  0.82
C -1.335 -2.183 0.318  -0.30
C -1.311 -2.425 -1.043  -0.73
C -0.280 -3.153 -1.613  -0.67
C 0.725 -3.654 -0.804  -0.57
C 0.719 -3.406 0.555  -0.65
C 0.192 0.865 2.829  -0.73
C 0.438 2.073 2.210  -0.60
N 0.055 2.581 -1.700  -0.10
C 0.167 1.457 -2.606  -0.83
C 1.109 0.424 -2.056  0.58
C 2.055 -0.202 -2.858  -0.77
C 2.942 -1.097 -2.282  -0.43
C 2.864 -1.312 -0.915  -0.73
N 1.959 -0.734 -0.142  -0.30
C 1.097 0.091 -0.703  0.01
H -0.479 5.148 -0.705  0.36
H -1.976 4.533 0.029  0.37
H -2.522 2.434 0.573  0.46
H -2.949 0.311 1.737  0.60
H 0.518 -2.678 3.001  0.23
H -2.155 -1.650 0.766  0.63
H -2.109 -2.044 -1.663  0.44
H -0.265 -3.337 -2.677  0.44
H 1.525 -4.238 -1.235  0.41
H 1.510 -3.787 1.183  0.36
H 0.926 0.405 3.470  0.43
H 1.375 2.590 2.346  0.45
H 0.874 2.831 -1.167  0.34
H 0.517 1.797 -3.588  0.37
H -0.842 1.047 -2.731  0.34
H 2.099 0.013 -3.916  0.41
H 3.686 -1.600 -2.878  0.43
H 3.555 -1.973 -0.411  0.43
H 0.363 0.520 -0.036  0.45

Atoms 1-6, force components in eV/Å:
O -0.3783 0.0352 -0.1364
C 0.2646 0.2844 0.3130
C -0.3190 0.0634 -0.1558
O 0.1872 -0.0122 0.2136
C -0.0471 -0.2783 0.1967
C 0.1055 0.3020 -0.0731

***

5.
ORCA calculation (ωB97M-V with the def2-TZVPD basis set) on a cluster of 3 separate species, C5H14O2 in total at a distorted geometry.

Values from the calculation:
molar mass: 106.16 u
E_LUMO: 0.52 eV
calculated total energy: -9506.3445 eV
E_HOMO: -9.622 eV
structure (SMILES): C=CCCC.O.O

Last column: Mulliken charge in e.
Element x y z (Å)
C -1.504 -0.755 1.916  -0.77
C -0.231 -0.433 2.128  -0.12
C 0.883 -1.122 1.354  -0.59
C 1.535 -0.204 0.317  -0.07
C 2.233 -0.977 -0.790  -1.28
H -1.743 -1.622 1.312  0.23
H -2.332 -0.198 2.329  0.27
H 0.033 0.465 2.676  0.32
H 1.643 -1.481 2.050  0.30
H 0.400 -1.940 0.821  0.29
H 2.186 0.544 0.771  0.36
H 0.739 0.369 -0.175  0.04
H 2.824 -0.305 -1.412  0.36
H 2.956 -1.692 -0.382  0.32
H 1.508 -1.553 -1.360  0.34
O -1.217 2.912 -1.424  -0.62
H -0.458 2.971 -0.842  0.31
H -1.835 3.598 -1.161  0.31
O -1.336 -0.250 -2.366  -0.63
H -0.894 0.599 -2.422  0.29
H -2.123 -0.021 -1.862  0.31

Atoms 1-6, force components in eV/Å:
C 0.3038 0.0156 0.2744
C 0.0591 0.0962 -1.0824
C -0.4866 0.5239 0.4909
C -0.5967 0.2931 -0.3816
C 0.7091 -0.2225 0.5471
H -0.0847 0.0081 -0.0674

***

6.
ORCA calculation (ωB97M-V with the def2-TZVPD basis set) on an isolated molecule of C4H5N3O at a distorted geometry.

Values from the calculation:
molar mass: 111.10 u
E_LUMO: -1.70 eV
calculated total energy: -10744.2906 eV
E_HOMO: -10.568 eV
structure (SMILES): [H]/N=C1\N=CC(CO)=N1

Last column: Mulliken charge in e.
Element x y z (Å)
H 1.563 2.674 1.209  0.33
N 0.573 2.516 0.817  -0.48
C 0.615 1.235 0.527  0.34
N 1.436 0.281 1.156  -0.44
C 0.881 -0.869 0.969  -0.34
C -0.108 -0.710 -0.111  0.55
C -0.872 -1.703 -0.875  -0.24
O -1.794 -1.014 -1.770  -0.56
N -0.356 0.630 -0.329  -0.54
H 1.424 -1.615 1.456  0.41
H -0.227 -2.429 -1.424  0.26
H -1.352 -2.236 -0.103  0.23
H -1.720 0.010 -1.543  0.48

Atoms 1-6, force components in eV/Å:
H -1.9184 0.0087 0.1655
N 2.7838 -2.7452 -0.8278
C -1.7314 2.6191 -0.0869
N 0.1999 0.2387 0.9688
C 1.2168 2.6396 -1.2809
C -1.1598 4.1786 -0.7863

***

Question: Which of these has the highest calculated total energy?
Answer: C5H14O2